A 7-piece molecular cluster, C12H21Cl12FO3 overall at a distorted geometry, computed with ωB97M-V with the def2-TZVPD basis set.

```
! RIJCOSX wB97M-V def2-TZVPD def2/J DEFGRID3
* xyz 0 1
C 2.86 0.73 -0.78
C 1.49 1.47 -0.17
O 0.62 0.39 0.34
C -0.74 0.85 0.63
F -1.04 1.37 2.02
C -1.57 -0.60 0.68
O -3.01 -0.45 0.35
C -3.12 0.83 -0.36
O -4.16 1.52 -0.84
C -1.65 1.55 -0.54
H 3.83 1.37 -0.62
H 2.69 0.67 -1.96
H 2.96 -0.39 -0.39
H 1.88 2.21 0.66
H 1.04 2.08 -1.06
H -1.17 -1.10 -0.33
H -1.25 -1.39 1.49
H -1.15 1.46 -1.61
H -1.91 2.68 -0.32
Cl 3.41 -0.57 2.14
C 4.97 -1.38 2.38
Cl 6.14 -0.87 1.15
H 5.35 -1.13 3.37
H 4.82 -2.46 2.30
Cl -8.55 -0.09 -0.09
C -7.24 -0.17 -1.28
Cl -7.57 0.90 -2.66
H -6.31 0.15 -0.80
H -7.15 -1.19 -1.64
Cl -4.98 1.16 -6.68
C -4.95 0.51 -5.04
Cl -3.53 -0.51 -4.79
H -4.93 1.33 -4.32
H -5.85 -0.09 -4.88
Cl 7.98 2.61 -1.98
C 7.21 1.02 -1.90
Cl 5.69 1.01 -2.81
H 7.88 0.28 -2.32
H 7.00 0.79 -0.85
Cl 1.46 2.02 5.57
C 0.72 0.80 4.53
Cl 1.74 -0.64 4.43
H -0.25 0.51 4.94
H 0.59 1.21 3.52
Cl 0.78 -2.62 2.10
C 0.01 -4.21 2.18
Cl -1.51 -4.22 1.27
H 0.68 -4.95 1.76
H -0.20 -4.44 3.23
*
```

As for the SMILES: CCO[C@]1(F)COC(=O)C1.ClCCl.ClCCl.ClCCl.ClCCl.ClCCl.ClCCl. For the frontier orbital gap, the calculation gives 10.327 eV. The value obtained for the highest occupied orbital energy is -10.2 eV. The LUMO energy is 0.129 eV.

C12H21Cl2O3PRuV as an isolated structure at a distorted geometry, computed with ωB97M-V with the def2-TZVPD basis set.

```
! RIJCOSX wB97M-V def2-TZVPD def2/J DEFGRID3
* xyz 4 8
Ru 0.22 0.65 -4.65
V -0.15 1.10 -1.60
Cl -0.46 -0.84 -2.81
Cl -0.55 2.66 -3.44
C 1.36 2.09 -1.19
C 0.66 -0.84 -5.59
C 0.73 1.75 -5.99
O 2.29 2.79 -0.91
O 0.93 -1.80 -6.21
O 1.04 2.48 -6.86
C 0.79 -2.80 0.09
C -0.28 -1.91 0.73
C -0.48 -2.24 2.21
P -0.01 -0.12 0.37
C -1.74 0.56 0.27
C -2.64 0.13 1.43
C -1.68 2.09 0.06
C 1.15 0.69 1.62
C 0.64 0.65 3.05
C 2.53 0.06 1.42
H 1.79 -2.63 0.53
H 0.84 -2.64 -0.99
H 0.53 -3.85 0.27
H -1.22 -2.11 0.19
H 0.47 -2.21 2.76
H -1.21 -1.58 2.70
H -0.88 -3.26 2.29
H -2.19 0.09 -0.63
H -2.28 0.45 2.41
H -3.63 0.58 1.27
H -2.79 -0.96 1.44
H -1.11 2.48 -0.82
H -2.71 2.42 -0.11
H -1.32 2.59 0.97
H 1.18 1.76 1.31
H 0.67 -0.36 3.48
H 1.30 1.28 3.66
H -0.38 1.05 3.15
H 2.82 0.10 0.36
H 3.27 0.63 1.99
H 2.53 -0.99 1.76
*
```

For the frontier orbital gap (spin up / spin down), the calculation gives 9.219 / 4.122 eV. The value obtained for the highest occupied orbital energy (spin up / spin down) is -23.6 / -24.2 eV. Its expectation value of S² is 15.78. The LUMO energy (spin up / spin down) is -14.336 / -20.067 eV. Its energy above the lowest of the compared OMol25 structures with the same formula, charge and spin is 0.00 kJ/mol.

C12H21ClSSb as an isolated structure at a distorted geometry, computed with ωB97M-V with the def2-TZVPD basis set.

```
! RIJCOSX wB97M-V def2-TZVPD def2/J DEFGRID3
* xyz -1 1
C 4.11 0.30 1.49
C 3.73 -0.54 0.10
C 2.07 -0.58 -0.16
C 1.79 -1.84 -1.17
Sb 1.53 1.41 -0.95
S 0.92 3.70 -1.63
Cl 0.56 1.91 1.23
C -0.39 0.72 -1.81
C -1.62 0.55 -0.74
C -2.58 1.81 -0.19
C -3.84 1.63 0.84
C -4.20 0.12 1.37
C -3.28 -1.17 0.87
C -3.77 -2.66 1.45
C -2.01 -0.97 -0.17
H 4.78 1.25 1.20
H 4.70 -0.36 2.26
H 3.11 0.76 1.93
H 4.23 0.00 -0.84
H 4.13 -1.66 0.16
H 1.60 -0.79 0.91
H 2.05 -2.83 -0.55
H 2.57 -1.83 -2.06
H 0.67 -1.97 -1.51
H 3.07 2.07 -0.40
H 2.30 1.10 -2.52
H -0.19 4.05 -0.79
H -0.32 -0.27 -2.46
H -0.74 1.56 -2.59
H -2.27 2.88 -0.62
H -4.46 2.62 1.12
H -5.14 0.00 2.08
H -4.95 -2.78 1.32
H -3.48 -2.74 2.58
H -3.29 -3.48 0.76
H -1.40 -1.94 -0.50
*
```

For the frontier orbital gap, the calculation gives 7.475 eV. The value obtained for the highest occupied orbital energy is -4.4 eV. The LUMO energy is 3.059 eV.

C12H21GaNO as an isolated structure at a distorted geometry, computed with ωB97M-V with the def2-TZVPD basis set.

```
! RIJCOSX wB97M-V def2-TZVPD def2/J DEFGRID3
* xyz -1 1
C -2.67 2.98 -1.97
C -2.33 1.42 -1.76
C -3.47 0.37 -1.86
C -3.11 -1.15 -1.69
C -1.67 -1.62 -1.39
C -0.52 -0.55 -1.29
C -0.86 0.97 -1.48
C 0.31 2.04 -1.43
Ga 0.59 2.94 0.41
N -0.44 1.87 1.71
H -3.80 3.14 -2.07
H -2.23 3.55 -1.08
H -2.18 3.37 -2.94
H -4.55 0.71 -2.07
H -4.00 -1.87 -1.81
H -1.41 -2.71 -1.25
H 0.57 -0.81 -1.08
H 0.05 2.85 -2.21
H 1.28 1.51 -1.72
H 0.06 4.47 0.32
H 2.18 2.90 0.74
H -1.31 1.56 1.23
H -0.76 2.54 2.43
C 1.67 -2.09 2.51
C 2.44 -3.33 2.10
C 2.75 -3.04 0.65
O 2.87 -1.62 0.52
C 2.39 -1.01 1.72
H 1.68 -1.90 3.59
H 0.63 -2.16 2.18
H 3.36 -3.40 2.68
H 1.88 -4.25 2.25
H 1.93 -3.37 -0.01
H 3.67 -3.52 0.32
H 3.26 -0.62 2.27
H 1.74 -0.17 1.47
*
```

For the frontier orbital gap, the calculation gives 7.431 eV. The value obtained for the highest occupied orbital energy is -4.3 eV. The LUMO energy is 3.163 eV.

C12H21I2O3PS8V as an isolated structure at a distorted geometry, computed with ωB97M-V with the def2-TZVPD basis set.

```
! RIJCOSX wB97M-V def2-TZVPD def2/J DEFGRID3
* xyz 0 2
V -0.14 0.49 -0.59
C 2.73 1.81 -1.38
C 1.83 3.01 -1.65
S 0.07 2.51 -1.79
C -0.73 3.77 -0.75
C -0.44 3.63 0.74
S -0.53 1.88 1.30
C 1.00 1.80 2.26
C 2.27 1.84 1.42
S 2.15 0.73 -0.04
H 3.75 2.12 -1.13
H 2.79 1.15 -2.25
H 2.10 3.48 -2.59
H 1.90 3.75 -0.86
H -1.80 3.63 -0.95
H -0.44 4.75 -1.12
H -1.17 4.19 1.31
H 0.55 4.01 0.98
H 0.92 0.86 2.81
H 0.99 2.62 2.99
H 3.11 1.47 2.00
H 2.49 2.84 1.07
S -4.25 -4.38 -3.74
C -3.37 -3.09 -3.27
S -3.99 -1.81 -2.27
C -2.50 -0.92 -2.09
C -1.45 -1.41 -2.75
S 0.11 -0.60 -2.70
S -1.71 -2.84 -3.72
S -2.43 0.48 -1.04
C -0.88 -4.08 -0.01
O -1.27 -2.70 0.12
P -0.43 -1.47 0.70
O -1.30 -1.10 2.03
C -2.72 -0.97 2.09
O 0.73 -2.30 1.45
C 1.78 -1.82 2.27
H -1.62 -4.69 0.50
H 0.10 -4.25 0.42
H -0.87 -4.33 -1.07
H -3.02 -1.18 3.11
H -3.20 -1.68 1.41
H -3.03 0.04 1.82
H 2.34 -2.69 2.60
H 1.38 -1.30 3.15
H 2.46 -1.18 1.71
I 1.81 -2.22 -1.85
I 3.95 -3.82 -0.64
*
```

For the frontier orbital gap (spin up / spin down), the calculation gives 6.227 / 6.298 eV. The value obtained for the highest occupied orbital energy (spin up / spin down) is -7.1 / -7.0 eV. Its expectation value of S² is 0.76. The LUMO energy (spin up / spin down) is -0.911 / -0.664 eV. Its energy above the lowest of the compared OMol25 structures with the same formula, charge and spin is 79.32 kJ/mol.

C12H21N5O3 as an isolated structure at a distorted geometry, computed with ωB97M-V with the def2-TZVPD basis set.

```
! RIJCOSX wB97M-V def2-TZVPD def2/J DEFGRID3
* xyz 0 1
C 1.73 -0.41 -0.42
C 0.48 -1.22 0.07
C 3.02 -0.57 0.55
C 4.43 -0.28 -0.20
C 5.66 -0.78 0.20
C 5.99 0.99 -0.89
C -1.90 -1.40 -0.10
C -2.93 -1.14 -1.22
C -2.43 -0.90 1.21
C -2.18 0.59 1.67
C -2.78 1.50 0.54
C -4.24 1.38 0.53
H 2.47 1.48 -0.96
H 1.12 1.61 0.02
H 1.88 -0.89 -1.41
H 3.08 0.01 1.73
H 3.00 -1.57 0.79
H 6.07 -1.68 0.71
H 6.61 1.82 -1.38
H 7.70 -0.21 -0.27
H -0.73 0.07 -1.19
H -1.81 -2.52 -0.16
H -3.59 -0.92 0.97
H -2.08 -1.57 2.07
H -1.19 0.93 1.79
H -2.72 1.01 2.57
H -2.40 2.48 0.76
H -2.24 1.50 -0.35
H -4.81 1.77 1.46
H -4.42 0.35 0.40
H -5.47 1.67 -1.17
H -3.57 1.45 -1.44
H -3.35 -3.02 -0.90
N 1.46 1.01 -0.79
N 4.74 0.90 -0.89
N 6.70 0.03 -0.22
N -0.68 -0.91 -0.62
N -4.43 2.00 -0.79
O 0.55 -2.17 0.83
O -2.74 -0.31 -2.08
O -3.98 -2.09 -1.42
*
```

For the frontier orbital gap, the calculation gives 9.010 eV. The value obtained for the highest occupied orbital energy is -9.0 eV. The LUMO energy is 0.052 eV. Its energy above the lowest of the compared OMol25 structures with the same formula, charge and spin is 736.51 kJ/mol.

C12H21N5OPdSeSi as an isolated structure at a distorted geometry, computed with ωB97M-V with the def2-TZVPD basis set.

```
! RIJCOSX wB97M-V def2-TZVPD def2/J DEFGRID3
* xyz 2 5
Pd -0.31 -0.31 0.04
N 3.25 -0.79 -2.20
C 2.13 -1.03 -1.53
O 1.10 -0.37 -1.74
C 2.14 -2.13 -0.49
C 1.52 -1.63 0.80
H 3.27 -0.08 -2.91
H 4.09 -1.34 -2.06
H 3.16 -2.48 -0.33
H 1.56 -2.96 -0.90
H 2.15 -0.89 1.31
H 1.19 -2.44 1.46
N 0.49 3.92 0.40
C 1.78 3.57 0.65
C 1.80 2.20 0.76
N 0.54 1.73 0.58
C -0.24 2.79 0.35
C -1.64 2.62 0.09
N -2.15 1.40 -0.08
C -3.48 1.57 -0.33
C -3.78 2.90 -0.30
N -2.62 3.55 -0.03
H 0.17 4.86 0.26
H 2.58 4.28 0.73
H 2.63 1.56 0.96
H -4.12 0.73 -0.51
H -4.71 3.41 -0.45
H -2.52 4.55 0.06
C -3.34 -4.85 0.17
Si -4.25 -3.24 -0.24
C -4.93 -2.23 1.22
C -5.13 -2.98 -1.90
Se -1.93 -1.89 -0.51
H -4.03 -5.67 0.32
H -2.76 -4.74 1.09
H -2.65 -5.14 -0.62
H -5.79 -2.74 1.66
H -5.27 -1.24 0.93
H -4.19 -2.11 2.01
H -6.04 -3.58 -1.93
H -4.52 -3.30 -2.75
H -5.42 -1.95 -2.06
*
```

For the frontier orbital gap (spin up / spin down), the calculation gives 8.293 / 4.896 eV. The value obtained for the highest occupied orbital energy (spin up / spin down) is -13.8 / -14.0 eV. Its expectation value of S² is 6.02. The LUMO energy (spin up / spin down) is -5.461 / -9.088 eV. Its energy above the lowest of the compared OMol25 structures with the same formula, charge and spin is 122.58 kJ/mol.

C12H22BCl4CsF4O4S as an isolated structure at a distorted geometry, computed with ωB97M-V with the def2-TZVPD basis set.

```
! RIJCOSX wB97M-V def2-TZVPD def2/J DEFGRID3
* xyz 0 1
Cs 17.01 -2.31 -12.81
B 14.47 -3.72 -10.60
F 15.67 -3.34 -10.01
F 14.43 -3.16 -11.96
F 14.40 -5.10 -10.66
F 13.34 -3.18 -9.96
C 16.07 -0.05 -5.91
C 14.89 -0.45 -6.80
C 15.40 -1.16 -8.06
S 16.82 -2.15 -7.46
O 17.95 -1.90 -8.35
O 16.30 -3.48 -7.18
C 17.05 -1.26 -5.87
H 15.78 0.02 -4.86
H 16.62 0.83 -6.24
H 14.21 0.34 -7.13
H 14.34 -1.17 -6.19
H 15.89 -0.54 -8.81
H 14.68 -1.85 -8.48
H 18.09 -0.93 -5.82
H 16.87 -1.94 -5.05
O 8.09 -3.16 -13.17
C 9.14 -3.52 -12.72
O 10.30 -2.99 -13.13
C 11.45 -3.69 -12.64
C 10.91 -4.94 -11.93
C 9.44 -4.56 -11.63
H 11.93 -3.05 -11.90
H 12.06 -3.98 -13.49
H 11.56 -5.23 -11.11
H 10.72 -5.72 -12.68
H 9.22 -4.04 -10.69
H 8.78 -5.42 -11.76
Cl 12.27 -6.92 -7.83
C 12.21 -5.17 -7.52
C 13.55 -4.70 -6.89
Cl 13.55 -4.91 -5.14
H 11.42 -4.92 -6.82
H 12.04 -4.69 -8.48
H 13.67 -3.66 -7.20
H 14.31 -5.34 -7.32
Cl 12.09 -0.08 -11.45
C 12.04 -0.08 -13.25
C 13.32 -0.52 -13.85
Cl 14.67 0.64 -13.57
H 11.70 0.89 -13.60
H 11.28 -0.83 -13.48
H 13.19 -0.67 -14.93
H 13.62 -1.51 -13.50
*
```

For the frontier orbital gap, the calculation gives 8.981 eV. The value obtained for the highest occupied orbital energy is -9.9 eV. The LUMO energy is -0.879 eV. Its energy above the lowest of the compared OMol25 structures with the same formula, charge and spin is 59.63 kJ/mol.